{"formula": "C26H41BiBrF5N4OS2SbSi3Te", "method": "ωB97M-V/def2-TZVPD", "symbols": ["Bi", "C", "C", "C", "C", "C", "Br", "N", "C", "H", "H", "H", "H", "H", "H", "C", "Si", "C", "C", "Sb", "Si", "C", "C", "C", "Si", "C", "C", "C", "H", "H", "H", "H", "H", "H", "H", "H", "H", "H", "H", "H", "H", "H", "H", "H", "H", "H", "H", "H", "H", "H", "H", "H", "H", "H", "H", "S", "C", "N", "S", "C", "C", "C", "N", "C", "C", "C", "C", "C", "N", "C", "C", "H", "H", "H", "H", "H", "H", "H", "H", "F", "Te", "F", "F", "F", "F", "O"], "xyz": [[-0.208, 0.200, 0.027], [5.579, -0.312, -1.343], [4.591, 0.010, -0.260], [4.985, 0.305, 1.039], [4.044, 0.610, 2.007], [2.715, 0.609, 1.633], [1.399, 1.059, 2.919], [2.306, 0.322, 0.404], [3.227, 0.028, -0.517], [6.598, -0.147, -0.999], [5.412, 0.313, -2.221], [5.493, -1.353, -1.657], [6.037, 0.303, 1.298], [4.325, 0.850, 3.021], [2.845, -0.189, -1.504], [-2.248, -0.563, -5.777], [-2.458, 0.127, -4.056], [-2.939, 1.929, -4.197], [-3.744, -0.809, -3.087], [-0.109, -0.056, -2.920], [1.188, 1.837, -4.153], [0.972, 1.573, -5.994], [2.999, 1.845, -3.680], [0.453, 3.462, -3.592], [1.153, -2.379, -3.560], [0.778, -2.408, -5.404], [1.050, -4.179, -3.086], [2.971, -2.018, -3.280], [-3.214, -0.481, -6.284], [-1.970, -1.615, -5.768], [-1.517, -0.009, -6.366], [-3.813, 1.971, -4.853], [-2.164, 2.548, -4.649], [-3.225, 2.369, -3.242], [-4.727, -0.439, -3.392], [-3.647, -0.668, -2.012], [-3.703, -1.879, -3.293], [0.983, 0.528, -6.296], [1.796, 2.073, -6.510], [0.043, 2.024, -6.346], [3.540, 0.947, -3.972], [3.121, 2.017, -2.609], [3.468, 2.686, -4.200], [-0.625, 3.426, -3.441], [0.660, 4.231, -4.342], [0.909, 3.776, -2.652], [-0.194, -2.873, -5.577], [1.529, -3.045, -5.879], [0.789, -1.443, -5.906], [0.146, -4.662, -2.746], [1.852, -4.448, -2.397], [1.267, -4.691, -4.032], [3.307, -1.022, -3.556], [3.512, -2.737, -3.902], [3.232, -2.219, -2.240], [0.892, 4.756, 0.879], [0.471, 3.364, 0.265], [0.153, 2.336, -0.242], [-6.929, 1.979, 0.347], [-5.230, 1.575, 0.380], [-4.674, 0.559, 1.157], [-3.325, 0.303, 1.047], [-2.520, 0.984, 0.226], [-3.046, 1.967, -0.514], [-4.381, 2.296, -0.466], [-7.522, 1.171, 1.819], [-7.327, 1.757, 3.061], [-7.818, 1.093, 4.176], [-8.468, -0.066, 4.113], [-8.659, -0.606, 2.915], [-8.206, -0.030, 1.734], [-5.278, -0.028, 1.834], [-2.872, -0.503, 1.615], [-2.350, 2.520, -1.132], [-4.759, 3.110, -1.070], [-6.813, 2.703, 3.161], [-7.685, 1.517, 5.165], [-9.197, -1.547, 2.892], [-8.386, -0.504, 0.779], [-2.391, -4.431, -0.695], [-0.956, -3.272, -0.686], [-1.239, -3.063, 1.148], [0.017, -4.796, -0.253], [-1.430, -3.126, -2.515], [-2.107, -1.727, -0.660], [0.506, -2.252, -0.843]], "lowdin_charge": [1.52, -0.02, -0.22, 0.01, -0.07, -0.73, 0.78, -0.10, -0.10, 0.09, 0.08, 0.08, 0.13, 0.11, 0.07, -0.20, 0.35, -0.20, -0.20, 0.92, 0.34, -0.21, -0.22, -0.21, 0.41, -0.22, -0.21, -0.21, 0.05, 0.02, 0.02, 0.05, 0.01, 0.01, 0.05, 0.00, 0.04, 0.00, 0.04, 0.03, 0.01, 0.03, 0.05, 0.00, 0.05, 0.02, 0.03, 0.04, 0.00, 0.01, 0.05, 0.06, 0.00, 0.06, 0.03, 0.65, -1.01, -0.21, 1.06, -0.49, -0.03, -0.13, -0.13, -0.15, -0.07, -0.54, -0.08, -0.13, 0.08, -0.13, -0.08, 0.12, 0.11, 0.10, 0.12, 0.11, 0.11, 0.11, 0.11, -0.32, 1.72, -0.38, -0.34, -0.42, -0.48, -0.79], "gap_ev": 8.0, "total_charge": 1, "total_energy_ev": -184237.3914, "relative_energy_ev": 1.288}

=====

{"formula": "C26H41BrNO4", "method": "ωB97M-V/def2-TZVPD", "symbols": ["C", "H", "H", "H", "O", "C", "C", "C", "C", "C", "C", "O", "C", "H", "H", "H", "H", "C", "H", "H", "N", "C", "H", "H", "C", "O", "C", "C", "H", "H", "C", "C", "H", "C", "H", "H", "C", "C", "H", "H", "C", "H", "H", "H", "C", "C", "H", "H", "H", "C", "H", "H", "H", "H", "H", "H", "H", "H", "C", "H", "H", "C", "O", "C", "H", "C", "H", "H", "H", "H", "H", "Br", "H"], "xyz": [[-7.485, -3.176, 1.007], [-6.875, -3.290, 1.907], [-8.528, -3.366, 1.254], [-7.159, -3.885, 0.242], [-7.453, -1.847, 0.527], [-6.286, -1.315, 0.110], [-5.075, -1.992, 0.165], [-3.889, -1.408, -0.253], [-3.854, -0.107, -0.743], [-5.081, 0.548, -0.837], [-6.289, -0.002, -0.424], [-7.345, 0.816, -0.588], [-8.677, 0.393, -0.354], [-8.844, 0.152, 0.696], [-8.939, -0.465, -0.975], [-9.292, 1.247, -0.635], [-5.145, 1.531, -1.274], [-2.606, 0.561, -1.253], [-2.856, 1.110, -2.162], [-1.858, -0.194, -1.502], [-1.952, 1.539, -0.307], [-1.489, 0.820, 0.917], [-1.306, 1.551, 1.704], [-2.305, 0.167, 1.229], [-0.203, 0.005, 0.776], [0.900, 0.874, 0.867], [2.146, 0.237, 1.118], [2.659, -0.601, -0.052], [2.000, -1.462, -0.192], [2.635, 0.004, -0.962], [4.088, -1.111, 0.187], [5.127, -0.008, -0.024], [4.823, 0.932, 0.438], [5.553, 0.022, -1.501], [6.025, 0.957, -1.789], [4.802, -0.234, -2.244], [6.560, -1.077, -1.128], [5.852, -2.425, -1.193], [6.383, -3.147, -0.573], [5.883, -2.801, -2.218], [4.379, -2.298, -0.758], [3.768, -2.173, -1.654], [4.052, -3.227, -0.287], [7.519, -1.101, -1.645], [6.549, -0.521, 0.317], [6.736, -1.482, 1.484], [6.535, -0.964, 2.421], [6.092, -2.352, 1.431], [7.767, -1.827, 1.505], [7.541, 0.626, 0.502], [8.558, 0.239, 0.507], [7.363, 1.124, 1.453], [7.467, 1.367, -0.288], [4.142, -1.445, 1.227], [2.062, -0.387, 2.018], [2.828, 1.063, 1.325], [-0.179, -0.718, 1.604], [-0.178, -0.570, -0.157], [-0.841, 2.212, -1.039], [-0.043, 1.498, -1.232], [-1.242, 2.576, -1.987], [-0.275, 3.407, -0.267], [-1.281, 4.353, -0.001], [-2.291, 3.790, 0.787], [-3.049, 4.565, 0.922], [-2.936, 2.591, 0.079], [-3.707, 2.148, 0.709], [-3.392, 2.962, -0.841], [-1.901, 3.515, 1.777], [0.464, 3.911, -0.891], [0.213, 3.072, 0.656], [-2.322, -2.507, -0.174], [-5.043, -3.003, 0.535]], "nbo_charge": [-0.26, 0.19, 0.22, 0.19, -0.50, 0.34, -0.33, -0.06, -0.17, -0.18, 0.25, -0.49, -0.25, 0.19, 0.19, 0.20, 0.22, -0.23, 0.24, 0.25, -0.21, -0.25, 0.24, 0.25, -0.10, -0.57, -0.06, -0.42, 0.20, 0.20, -0.22, -0.21, 0.20, -0.41, 0.22, 0.19, -0.22, -0.40, 0.21, 0.22, -0.40, 0.20, 0.22, 0.21, -0.01, -0.62, 0.21, 0.20, 0.22, -0.60, 0.21, 0.21, 0.21, 0.20, 0.17, 0.20, 0.21, 0.19, -0.25, 0.25, 0.23, -0.10, -0.50, -0.09, 0.23, -0.25, 0.25, 0.23, 0.18, 0.23, 0.20, 0.06, 0.25], "gap_ev": 9.1, "total_charge": 1, "total_energy_ev": -107342.1801, "smiles": "COc1cc(Br)c(C[N+]2(CCOCC[C@H]3CC[C@H]4C[C@@H]3C4(C)C)CCOCC2)cc1OC", "relative_energy_ev": 0.302}

=====

{"formula": "C26H42BrClN3O7PS", "method": "ωB97M-V/def2-TZVPD", "symbols": ["C", "C", "C", "N", "C", "C", "C", "C", "C", "O", "S", "O", "O", "C", "C", "N", "C", "C", "O", "C", "C", "C", "C", "N", "C", "C", "C", "C", "C", "C", "C", "O", "C", "C", "O", "Cl", "C", "P", "O", "Br", "H", "H", "H", "H", "H", "H", "H", "H", "H", "H", "H", "H", "H", "H", "H", "H", "H", "H", "H", "H", "H", "H", "H", "H", "H", "H", "H", "H", "H", "H", "H", "H", "H", "H", "H", "H", "H", "H", "H", "H", "H", "H"], "xyz": [[4.527, -3.174, 0.757], [3.207, -2.966, 0.076], [2.380, -4.218, 0.028], [2.843, -1.882, -0.494], [2.341, -0.696, 0.139], [3.567, 0.117, 0.695], [4.709, 0.403, -0.283], [6.076, 0.204, 0.451], [4.691, 1.886, -0.695], [1.617, -1.167, 1.319], [1.004, -0.072, 2.298], [2.009, 0.411, 3.193], [-0.077, -0.743, 2.959], [0.271, 1.251, 1.256], [1.167, 2.530, 1.173], [1.714, 3.051, 2.419], [-1.014, 1.770, 1.940], [-2.258, 0.935, 2.251], [-2.883, 1.513, 3.401], [0.067, 0.651, -0.198], [-0.386, 1.844, -1.103], [-1.369, 1.547, -2.241], [-2.836, 1.768, -1.851], [-3.688, 0.981, -2.715], [-5.048, 0.840, -2.207], [-5.199, -0.299, -1.216], [-4.644, -1.565, -1.450], [-4.771, -2.592, -0.518], [-5.486, -2.368, 0.656], [-6.063, -1.123, 0.918], [-5.895, -0.101, -0.016], [-6.462, 1.145, 0.272], [-1.052, -0.421, -0.104], [-1.137, -1.568, -1.054], [-1.443, -1.574, -2.180], [-0.837, -3.172, -0.293], [1.455, 0.172, -0.791], [1.342, -0.265, -2.638], [1.509, -1.862, -2.769], [3.318, 0.401, -3.536], [4.348, -3.690, 1.698], [5.102, -3.846, 0.119], [5.097, -2.263, 0.873], [1.783, -4.173, -0.877], [1.715, -4.230, 0.887], [2.989, -5.115, -0.045], [3.245, 1.077, 1.088], [3.900, -0.424, 1.574], [4.742, -0.255, -1.142], [6.597, 1.152, 0.555], [5.965, -0.216, 1.445], [6.734, -0.410, -0.158], [4.742, 2.485, 0.211], [3.816, 2.159, -1.280], [5.569, 2.079, -1.305], [0.547, 3.318, 0.759], [1.992, 2.424, 0.476], [2.717, 2.999, 2.434], [1.329, 2.662, 3.262], [-1.345, 2.678, 1.448], [-0.703, 2.131, 2.920], [-2.973, 1.014, 1.428], [-2.107, -0.116, 2.447], [-3.715, 1.909, 3.143], [0.482, 2.342, -1.523], [-0.879, 2.622, -0.528], [-1.233, 0.603, -2.745], [-1.180, 2.292, -3.013], [-3.009, 1.579, -0.778], [-3.075, 2.819, -2.021], [-3.272, 0.089, -2.932], [-5.694, 0.624, -3.059], [-5.383, 1.782, -1.795], [-4.088, -1.719, -2.363], [-4.324, -3.555, -0.708], [-5.587, -3.173, 1.368], [-6.626, -0.954, 1.820], [-5.759, 1.707, 0.609], [-2.003, 0.094, -0.202], [-1.094, -0.849, 0.889], [2.017, 1.095, -0.885], [1.360, -2.340, -1.942]], "lowdin_charge": [0.01, -0.33, -0.04, 0.12, -0.43, -0.11, -0.40, -0.07, -0.11, -0.16, 0.69, -0.25, -0.25, -0.33, -0.23, 0.03, -0.11, -0.24, -0.04, -0.31, -0.14, -0.19, -0.23, -0.05, -0.15, -0.14, -0.04, -0.08, -0.08, -0.01, -0.27, 0.02, -0.11, -0.76, 0.05, 0.73, -0.30, 0.66, -0.37, 0.34, 0.10, 0.10, 0.06, 0.05, 0.09, 0.08, 0.08, 0.11, 0.08, 0.07, 0.07, 0.08, 0.08, 0.03, 0.08, 0.11, 0.10, 0.07, 0.06, 0.12, 0.13, 0.10, 0.10, 0.08, 0.12, 0.10, 0.05, 0.12, 0.09, 0.12, 0.08, 0.13, 0.11, 0.10, 0.10, 0.10, 0.11, 0.09, 0.10, 0.07, 0.05, 0.00], "gap_ev": 8.4, "total_charge": 0, "total_energy_ev": -149132.6438, "smiles": "CC(C)=N[C@]1(CC(C)C)OS(=O)(=O)[C@](CN)(CCO)[C@](CCCNCc2ccccc2O)(CC(=O)Cl)[C@@H]1P(O)Br"}